DFT (wB97M-V/def2-TZVPD) results for a structure of composition C31H64Br2InO12.

Geometry (Å):
C: -2.5414 1.0525 3.0059
C: -3.6370 0.8184 4.2031
C: -4.8287 -0.2523 3.8554
C: -4.3221 -1.8205 3.8515
In: -5.8985 0.1166 1.8904
C: -8.1019 0.5371 2.2351
Br: -8.6782 2.3639 1.5953
C: -8.5979 0.2633 3.7867
C: -8.0705 1.3911 4.8671
Br: -8.1834 -1.6260 4.4012
H: -1.9511 0.0671 2.7023
H: -1.7205 1.8250 3.3675
H: -3.0321 1.4971 2.0333
H: -4.1390 1.8346 4.5611
H: -3.0760 0.3982 5.1630
H: -5.6345 -0.1633 4.7053
H: -4.2628 -2.1521 4.9958
H: -3.3232 -1.9973 3.2657
H: -5.1830 -2.4950 3.3856
H: -5.1154 1.3862 0.8754
H: -5.8137 -1.4438 0.9375
H: -8.7129 -0.2402 1.5666
H: -9.7876 0.3209 3.7546
H: -7.6197 2.3500 4.3430
H: -9.0258 1.6749 5.5246
H: -7.2961 0.9125 5.6185
O: -2.1991 -3.9761 3.2145
C: -0.9914 -4.0092 2.9860
O: -0.2129 -2.9393 3.2627
C: 1.2260 -2.9445 3.2196
C: 1.7229 -2.6704 1.8146
C: -0.3769 -5.1968 2.3054
H: 1.6296 -3.8716 3.6376
H: 1.5581 -2.1377 3.8817
H: 1.3998 -3.4448 1.1143
H: 2.8158 -2.6201 1.7951
H: 1.3196 -1.7216 1.4442
H: -0.5032 -5.0982 1.2254
H: -0.8927 -6.1002 2.6499
H: 0.6775 -5.3421 2.5385
O: 1.4060 -3.7844 -0.8257
C: 2.0794 -3.2556 -1.7081
O: 1.8129 -1.9921 -2.1080
C: 2.6552 -1.2184 -2.9821
C: 2.3388 -1.5140 -4.4342
C: 3.1421 -4.0346 -2.4258
H: 3.7125 -1.3640 -2.7416
H: 2.4337 -0.1663 -2.7734
H: 2.5302 -2.5608 -4.6836
H: 2.9415 -0.8846 -5.0960
H: 1.2789 -1.3290 -4.6404
H: 2.6829 -4.6161 -3.2276
H: 3.6170 -4.7154 -1.7102
H: 3.9420 -3.4173 -2.8336
O: -9.2705 3.7092 6.2576
C: -9.4638 4.6983 5.5532
O: -9.5009 5.9329 6.1025
C: -9.5221 7.1600 5.3502
C: -10.9394 7.5271 4.9598
C: -9.7609 4.5459 4.0905
H: -8.8470 7.1075 4.4909
H: -9.1196 7.9350 6.0113
H: -11.3878 6.7706 4.3109
H: -10.9587 8.4878 4.4364
H: -11.5754 7.5973 5.8491
H: -10.8242 4.3362 3.9589
H: -9.1747 3.7051 3.7026
H: -9.4820 5.4120 3.4912
O: 4.3417 0.7601 -6.4164
C: 4.6622 1.6721 -5.6566
O: 3.8586 2.0190 -4.6265
C: 4.2288 2.9278 -3.5733
C: 3.9616 4.3622 -3.9819
C: 5.8988 2.4812 -5.9162
H: 5.2633 2.7640 -3.2567
H: 3.5997 2.6764 -2.7126
H: 4.5582 4.6519 -4.8506
H: 4.1918 5.0466 -3.1598
H: 2.9107 4.4904 -4.2637
H: 5.6707 3.2650 -6.6412
H: 6.6677 1.8182 -6.3288
H: 6.3309 2.9261 -5.0205
O: 4.1694 -5.9708 1.9038
C: 3.7446 -7.0667 1.5429
O: 2.4400 -7.2245 1.2259
C: 1.8871 -8.4018 0.6090
C: 1.5356 -9.4416 1.6536
C: 4.6415 -8.2695 1.5436
H: 2.5535 -8.7904 -0.1669
H: 0.9724 -8.0826 0.0981
H: 2.4196 -9.7779 2.2013
H: 1.0649 -10.3126 1.1875
H: 0.8459 -9.0222 2.3942
H: 4.6723 -8.6952 2.5485
H: 5.6493 -7.9517 1.2534
H: 4.3486 -9.0385 0.8295
O: 8.6183 3.8169 -5.2675
C: 9.2917 4.3457 -6.1499
O: 9.0252 5.6092 -6.5498
C: 9.8674 6.3829 -7.4239
C: 9.5511 6.0873 -8.8760
C: 10.3544 3.5668 -6.8676
H: 10.9248 6.2373 -7.1834
H: 9.6460 7.4351 -7.2152
H: 9.7424 5.0406 -9.1254
H: 10.1537 6.7168 -9.5378
H: 8.4912 6.2724 -9.0822
H: 9.8951 2.9853 -7.6694
H: 10.8292 2.8859 -6.1520
H: 11.1542 4.1840 -7.2754

**LUMO energy**: 1.233 eV
**2S+1**: 1
**Total charge**: -1

Atom charges from the Mulliken analysis, given in e for atoms 1 to 99:
1. C -0.670
2. C -0.385
3. C 0.273
4. C -0.778
5. In 0.732
6. C -0.730
7. Br -0.252
8. C -0.195
9. C -0.697
10. Br -0.171
11. H 0.042
12. H 0.300
13. H 0.170
14. H 0.217
15. H 0.249
16. H -0.258
17. H 0.287
18. H 0.061
19. H 0.214
20. H -0.428
21. H -0.380
22. H 0.377
23. H 0.400
24. H 0.074
25. H 0.237
26. H 0.342
27. O -0.566
28. C 0.627
29. O -0.356
30. C -0.552
31. C -0.538
32. C -0.718
33. H 0.336
34. H 0.337
35. H 0.033
36. H 0.394
37. H 0.324
38. H 0.173
39. H 0.396
40. H 0.176
41. O -0.594
42. C 0.749
43. O -0.349
44. C -0.228
45. C -0.737
46. C -0.929
47. H 0.289
48. H 0.185
49. H 0.283
50. H 0.145
51. H 0.302
52. H 0.279
53. H 0.175
54. H 0.361
55. O -0.547
56. C 0.617
57. O -0.375
58. C -0.395
59. C -0.919
60. C 0.316
61. H 0.371
62. H 0.293
63. H 0.272
64. H 0.342
65. H 0.286
66. H 0.250
67. H -0.880
68. H 0.347
69. O -0.598
70. C 0.682
71. O -0.362
72. C -0.385
73. C -1.017
74. C -0.963
75. H 0.386
76. H 0.346
77. H 0.252
78. H 0.367
79. H 0.325
80. H 0.307
81. H 0.328
82. H 0.341
83. O -0.567
84. C 0.784
85. O -0.279
86. C -0.436
87. C -0.978
88. C -1.118
89. H 0.360
90. H 0.349
91. H 0.275
92. H 0.383
93. H 0.278
94. H 0.264
95. H 0.324
96. H 0.361
97. O -0.585
98. C 0.782
99. O -0.354

DFT (wB97M-V/def2-TZVPD) results for the molecule C3H10N2OS.

Geometry (Å):
C: 0.8988 1.0777 1.0214
C: -1.8230 -1.3368 0.1279
C: 0.0827 0.1530 0.1519
N: 1.8972 0.2427 -1.7735
N: -0.7940 -0.6956 0.9145
O: 2.3558 -1.2689 0.2159
S: 1.2820 -1.0098 -0.7258
H: 1.5194 0.4787 1.6850
H: 0.2597 1.7265 1.6181
H: 1.5436 1.6902 0.3967
H: -1.3503 -1.9985 -0.5985
H: -2.4492 -1.9363 0.7852
H: -2.4620 -0.6237 -0.4173
H: -0.4331 0.7008 -0.6549
H: 2.8988 0.1237 -1.8619
H: 1.4713 0.1856 -2.6898
H: -1.1957 -0.1938 1.6992

**LUMO energy**: 0.724 eV
**2S+1**: 1
**Energy relative to the best compared isomer or geometry (same formula, charge and spin)**: 1.917 eV

Electronic structure analysis, Mulliken charges in units of e:
1. C -1.448
2. C -0.907
3. C 0.221
4. N -0.610
5. N -0.383
6. O -0.608
7. S 0.514
8. H 0.365
9. H 0.432
10. H 0.379
11. H 0.276
12. H 0.350
13. H 0.323
14. H 0.323
15. H 0.267
16. H 0.255
17. H 0.253

DFT (wB97M-V/def2-TZVPD) results for the molecule C4H10O.

Geometry (Å):
C: 0.2731 0.5087 -1.5270
C: -0.3342 0.0016 -0.2010
C: 0.0871 -1.4858 -0.0879
C: -0.0730 0.8200 0.9781
H: -0.0413 1.5257 -1.8091
H: 1.3911 0.6007 -1.3470
H: -0.0243 -0.0846 -2.3833
H: -1.3484 0.0231 -0.2363
H: 1.1139 -1.5501 0.4381
H: 0.2136 -1.9458 -1.1801
H: -0.7897 -2.0143 0.5605
H: -0.3726 1.8332 0.6999
H: 0.9728 0.9560 1.1375
H: -0.2695 0.5631 2.8687
O: -0.7987 0.2485 2.0890

**Structure (SMILES)**: CC(C)CO
**LUMO energy**: 0.943 eV
**2S+1**: 1
**Energy relative to the best compared isomer or geometry (same formula, charge and spin)**: 1.331 eV

Electronic structure analysis, Mulliken charges in units of e:
1. C -1.453
2. C 0.524
3. C -0.998
4. C -0.790
5. H 0.384
6. H 0.300
7. H 0.403
8. H 0.275
9. H 0.256
10. H 0.307
11. H 0.250
12. H 0.290
13. H 0.427
14. H 0.326
15. O -0.500

DFT (wB97M-V/def2-TZVPD) results for the molecule C19H25ClN4O2S.

Geometry (Å):
C: -0.3590 -2.0411 2.1397
H: 0.5421 -1.4985 2.4138
H: -1.1321 -1.3219 1.8783
H: -0.6920 -2.6143 3.0002
C: -0.0710 -2.9854 0.9759
N: 0.2821 -2.2670 -0.2209
C: 1.5031 -1.7397 -0.5350
N: 1.4644 -1.1387 -1.6935
N: 0.2133 -1.2552 -2.1618
C: -0.4950 -1.9249 -1.2988
C: -1.9385 -2.2722 -1.4542
N: -2.8043 -1.5480 -0.5576
C: -3.0130 -0.1944 -0.6322
C: -2.6647 0.5746 -1.7458
C: -2.9846 1.9171 -1.8059
C: -3.6452 2.5392 -0.7605
C: -3.9748 1.8058 0.3674
C: -3.6568 0.4648 0.4245
Cl: -4.0622 -0.4366 1.8639
H: -4.4731 2.2726 1.2030
H: -3.8946 3.5869 -0.8109
H: -2.7101 2.4831 -2.6829
H: -2.1252 0.1195 -2.5594
H: -2.9441 -1.9410 0.3621
H: -2.2187 -2.0577 -2.4884
H: -2.0854 -3.3415 -1.2741
S: 2.8945 -1.9333 0.4886
C: 4.0954 -0.9569 -0.4700
C: 4.0973 0.4616 0.0693
O: 4.9860 0.9266 0.7340
O: 2.9842 1.0814 -0.2775
C: 2.7538 2.4046 0.2285
C: 1.8330 3.1165 -0.7582
C: 0.4685 2.4341 -0.8153
C: -0.1597 2.3721 0.5728
C: 0.7592 1.6231 1.5314
C: 2.1172 2.3135 1.6165
H: 2.7861 1.7634 2.2821
H: 2.0013 3.3242 2.0110
H: 0.9008 0.6058 1.1623
H: 0.3099 1.5658 2.5249
H: -1.1281 1.8729 0.5170
H: -0.3263 3.3858 0.9458
H: 0.5936 1.4247 -1.2087
H: -0.1867 2.9797 -1.4955
H: 1.7230 4.1533 -0.4347
H: 2.2931 3.1098 -1.7472
H: 3.7246 2.9132 0.2978
H: 3.7570 -0.9845 -1.5046
H: 5.0709 -1.4187 -0.3332
H: 0.7660 -3.6425 1.2320
H: -0.9467 -3.6016 0.7556

**Structure (SMILES)**: CCn1c(CNc2ccccc2Cl)nnc1SCC(=O)OC1CCCCC1
**LUMO energy**: 0.472 eV
**2S+1**: 1
**Energy relative to the best compared isomer or geometry (same formula, charge and spin)**: 0.000 eV

Electronic structure analysis, Mulliken charges in units of e:
1. C -0.703
2. H 0.265
3. H 0.100
4. H 0.433
5. C -1.023
6. N 0.322
7. C 0.289
8. N -0.317
9. N -0.732
10. C 1.419
11. C -1.942
12. N -0.221
13. C 0.121
14. C -0.318
15. C -0.848
16. C -0.462
17. C -0.583
18. C 0.827
19. Cl -0.254
20. H 0.404
21. H 0.383
22. H 0.404
23. H 0.329
24. H 0.315
25. H 0.442
26. H 0.532
27. S -0.205
28. C -0.672
29. C 0.547
30. O -0.588
31. O -0.288
32. C 0.027
33. C -1.260
34. C 0.110
35. C 0.114
36. C 0.388
37. C -1.338
38. H 0.426
39. H 0.468
40. H -0.539
41. H 0.514
42. H -0.611
43. H 0.405
44. H -0.087
45. H 0.336
46. H 0.445
47. H 0.420
48. H 0.486
49. H 0.361
50. H 0.467
51. H 0.483
52. H 0.410

DFT (wB97M-V/def2-TZVPD) results for a structure of composition C8H8AsAuO7S2.

Geometry (Å):
Au: -1.8004 1.9426 0.8861
O: 2.6992 2.2698 -0.3435
As: 1.7141 1.3066 0.7207
O: 2.6669 0.6883 1.8943
O: 0.3980 2.1906 1.2382
C: 1.0469 -0.1978 -0.3573
C: 1.2575 -1.4352 0.2462
C: 0.7861 -2.6058 -0.3300
C: 0.1003 -2.5486 -1.5327
C: -0.1001 -1.3241 -2.1518
C: 0.3664 -0.1544 -1.5725
S: 0.0432 1.3821 -2.4472
O: 1.3590 2.0010 -2.6524
O: -0.5878 0.9945 -3.6976
O: -0.8067 2.1392 -1.5440
H: 2.2277 2.3443 -1.2078
H: 1.8037 -1.4506 1.1831
H: 0.9491 -3.5558 0.1663
H: -0.2857 -3.4524 -1.9902
H: -0.6289 -1.2495 -3.0923
S: -3.8908 2.1816 1.6188
C: -1.3613 -0.1469 2.9145
C: -1.9101 0.0155 1.5262
O: -2.2981 -0.8508 0.8201
H: -1.2014 -1.2047 3.1244
H: -2.1082 0.2921 3.5784
H: -0.4386 0.4284 3.0020

**LUMO energy**: 5.202 eV
**2S+1**: 1
**Total charge**: -2
**Energy relative to the best compared isomer or geometry (same formula, charge and spin)**: 1.393 eV

Electronic structure analysis, Mulliken charges in units of e:
1. Au 0.503
2. O -0.623
3. As 0.863
4. O -0.833
5. O -0.775
6. C -0.735
7. C -0.238
8. C -0.533
9. C -0.378
10. C -0.452
11. C 0.495
12. S 1.260
13. O -0.799
14. O -0.771
15. O -0.576
16. H 0.514
17. H 0.502
18. H 0.348
19. H 0.351
20. H 0.477
21. S -0.862
22. C -0.831
23. C 0.734
24. O -0.532
25. H 0.292
26. H 0.268
27. H 0.332

no.,energy (Eh),gap between HOMO and LUMO (eV)
1,-7460.46477,5.05
2,-703.20240,9.23
3,-233.59604,11.30
4,-1966.93578,8.69
5,-4004.22903,6.46